(P)
Here is C9H19O10Tl as an isolated structure from the OMol25 dataset. Energies are from wB97M-V/def2-TZVPD.

Structure (ORCA input):
```
! wB97M-V def2-TZVPD RIJCOSX def2/J DEFGRID3
* xyz 2 1
Tl -2.5020 -1.2347 1.7691
O 0.4944 2.0294 -0.0678
H 1.3760 2.4481 -0.0228
C -8.4827 3.4512 -1.6138
O -7.4580 3.8732 -2.4406
C -6.2343 3.3448 -2.4179
O -5.8423 2.3835 -1.7523
O -5.4288 4.1864 -3.1500
C -4.0373 4.1071 -2.9535
H -8.9171 2.4552 -1.7000
H -9.2449 4.2282 -1.5558
H -8.1488 3.3532 -0.5808
H -3.7227 3.1744 -3.4216
H -3.7394 3.9556 -1.9160
H -3.5837 5.0487 -3.2629
C 3.9688 1.4886 3.2498
O 4.4906 0.4282 4.0202
C 3.7931 -0.7267 4.1498
O 2.9254 -1.1149 3.4049
O 4.2044 -1.4015 5.1851
C 3.5969 -2.6378 5.6526
H 4.3532 2.4041 3.6996
H 2.8817 1.4547 3.3217
H 4.3708 1.5149 2.2370
H 3.7441 -3.4659 4.9591
H 2.5209 -2.4641 5.6428
H 3.8492 -2.9226 6.6740
C 2.6000 -1.2072 -3.5931
O 3.1305 -2.5325 -3.1983
C 2.4046 -3.3110 -2.2758
O 1.3116 -3.0826 -1.7024
O 3.1987 -4.4136 -2.0465
C 2.8027 -5.3720 -1.0098
H 2.9754 -0.9122 -4.5730
H 2.6597 -0.4514 -2.8100
H 1.5312 -1.3305 -3.7676
H 1.7239 -5.3848 -0.8546
H 3.2839 -4.9697 -0.1183
H 3.1503 -6.3940 -1.1607
*
```

Results
HOMO, eV: -15.082

(Q)
Here is C9H19O10Tl as an isolated structure from the OMol25 dataset. Energies are from wB97M-V/def2-TZVPD.

Structure (ORCA input):
```
! wB97M-V def2-TZVPD RIJCOSX def2/J DEFGRID3
* xyz 2 1
Tl 1.3527 0.7942 0.7942
O 0.3619 -0.4159 1.9316
H -0.2780 -0.9515 2.4398
C -1.2331 4.0702 0.5703
O -2.0463 2.9319 0.6994
C -1.5066 1.7121 1.0670
O -0.3222 1.5301 1.3986
O -2.4329 0.7868 0.8369
C -2.1302 -0.5439 1.1688
H -0.9316 4.1274 -0.4756
H -0.3400 4.0350 1.1942
H -1.8424 4.9398 0.8167
H -2.2506 -0.5903 2.2512
H -1.1622 -0.8621 0.7817
H -2.9058 -1.1364 0.6836
C 4.2921 -1.5725 -0.4423
O 3.1640 -2.3660 -0.3146
C 1.9371 -1.9546 0.0762
O 1.5203 -0.8103 0.1257
O 1.3474 -3.0970 0.5014
C 0.0537 -3.0555 1.1506
H 5.1920 -2.1710 -0.3003
H 4.3766 -0.8601 0.3783
H 4.3093 -1.0484 -1.3979
H -0.2361 -4.0201 1.5673
H -0.7591 -2.6081 0.5785
H 0.2583 -2.4564 2.0379
C -1.7085 2.6079 -1.7846
O -1.4036 1.3129 -2.2405
C -0.6570 0.5068 -1.5057
O -0.1117 0.6976 -0.4008
O -0.5227 -0.6247 -2.1697
C 0.3770 -1.6898 -1.8104
H -2.3209 2.4172 -0.9034
H -2.3792 3.1328 -2.4648
H -0.8764 3.2995 -1.6522
H 1.4202 -1.4000 -1.9366
H 0.2071 -2.5686 -2.4323
H 0.1875 -2.0990 -0.8180
*
```

Results
HOMO, eV: -16.557

Which structure is the most stable? The one labeled (P).

(P)
Here is a 2-piece molecular cluster, CH9N2 overall from the OMol25 dataset. Energies are from wB97M-V/def2-TZVPD.

Structure (ORCA input):
```
! wB97M-V def2-TZVPD RIJCOSX def2/J DEFGRID3
* xyz 1 1
N 0.6360 -1.7864 -0.9238
H 0.8971 -1.2916 -1.7895
H -0.1575 -2.5300 -1.2147
H -0.1254 -0.3191 -0.0041
H 1.4116 -2.4346 -0.7439
C 0.0185 1.7094 0.5538
N -0.6862 0.3835 0.5342
H 0.9341 1.4302 1.3571
H 0.4871 1.6540 -0.5821
H -0.6688 2.4554 0.7940
H -1.5788 0.3871 0.0086
H -0.9589 0.2131 1.5792
*
```

Results
HOMO, eV: -15.598

(Q)
Here is a 2-piece molecular cluster, CH9N2 overall from the OMol25 dataset. Energies are from wB97M-V/def2-TZVPD.

Structure (ORCA input):
```
! wB97M-V def2-TZVPD RIJCOSX def2/J DEFGRID3
* xyz 1 1
N 0.2546 1.6888 1.0799
H 1.1010 2.2369 1.0926
H -0.4863 2.3284 0.8655
H 0.2017 0.3909 0.0433
H 0.1367 1.2816 1.9924
C -0.3276 -1.6615 -0.3880
N 0.0335 -0.2777 -0.8097
H -1.0878 -1.5709 0.3869
H 0.5519 -2.1760 -0.0174
H -0.8369 -2.1975 -1.1858
H 0.8635 -0.1931 -1.3990
H -0.7400 0.0974 -1.3423
*
```

Results
HOMO, eV: -15.751

Which structure is the most stable? The one labeled (Q).

(P)
Here is an isolated ion of composition C4H8NO and charge +1 from the OMol25 dataset. Energies are from wB97M-V/def2-TZVPD.

Structure (ORCA input):
```
! wB97M-V def2-TZVPD RIJCOSX def2/J DEFGRID3
* xyz 1 3
C 0.8758 1.4065 0.4281
C -0.0498 0.8690 -0.1134
C 1.9739 2.1037 1.0471
C -1.1403 -1.0077 -1.2285
N -1.2318 -1.9550 -0.0827
O -1.1690 0.3962 -0.6214
H 2.1306 1.7491 2.0644
H 2.8846 1.9636 0.4678
H 1.7422 3.1675 1.0766
H -2.0291 -1.0474 -1.8550
H -0.2177 -1.1483 -1.7942
H -1.4368 -2.9180 -0.3849
H -1.9852 -1.6232 0.5431
H -0.3474 -1.9562 0.4531
*
```

Results
HOMO (spin up / spin down), eV: -7.855 / -15.520
⟨S²⟩: 2.005

(Q)
Here is a 2-piece molecular cluster, C4H8NO overall from the OMol25 dataset. Energies are from wB97M-V/def2-TZVPD.

Structure (ORCA input):
```
! wB97M-V def2-TZVPD RIJCOSX def2/J DEFGRID3
* xyz 1 3
C -2.4091 1.3078 -1.5048
C -1.3989 1.6244 -2.4865
C 2.1158 -1.3051 2.3103
C 1.0972 -1.3390 1.2182
N -1.2326 1.0027 -1.1531
O 0.7101 -0.4072 0.4895
H -3.4434 1.3411 -1.1603
H -1.1796 0.9192 -3.2633
H -1.1373 2.7074 -2.6935
H 2.8131 -0.3419 2.1774
H 1.4654 -1.4034 3.3164
H 2.6818 -2.2580 2.2030
H 0.4517 -2.3376 1.2167
H -0.5341 0.4896 -0.6701
*
```

Results
HOMO (spin up / spin down), eV: -9.679 / -15.900
⟨S²⟩: 2.006

Which structure is the most stable? The one labeled (Q).

(P)
Here is the molecule C2H3Cl2F from the OMol25 dataset. Energies are from wB97M-V/def2-TZVPD.

Structure (ORCA input):
```
! wB97M-V def2-TZVPD RIJCOSX def2/J DEFGRID3
* xyz 0 1
F 0.9996 -1.4223 0.3625
C -0.0068 -0.4800 0.5342
Cl -1.6868 -1.2453 0.5656
C 0.1034 0.6640 -0.4608
Cl -0.8005 0.5197 -1.9948
H 0.3285 -0.0891 1.5762
H -0.0158 1.6755 0.0176
H 1.0785 0.3775 -0.6004
*
```

Results
HOMO, eV: -11.194
Structure (SMILES): F[C@H](Cl)CCl

(Q)
Here is the molecule C2H3Cl2F from the OMol25 dataset. Energies are from wB97M-V/def2-TZVPD.

Structure (ORCA input):
```
! wB97M-V def2-TZVPD RIJCOSX def2/J DEFGRID3
* xyz 0 1
F -0.4328 -0.5974 1.5045
C -0.0794 -0.6105 0.1956
Cl -1.4581 -1.3844 -0.5155
C 0.1454 0.7627 -0.3148
Cl 1.6339 1.1526 0.6905
H 0.6999 -1.3334 0.0790
H -0.7510 1.2883 -0.2518
H 0.2421 0.7221 -1.3874
*
```

Results
HOMO, eV: -11.266
Structure (SMILES): F[C@@H](Cl)CCl

Which structure is the most stable? The one labeled (Q).

(P)
Here is C29H27N9S3Zr as an isolated structure from the OMol25 dataset. Energies are from wB97M-V/def2-TZVPD.

Structure (ORCA input):
```
! wB97M-V def2-TZVPD RIJCOSX def2/J DEFGRID3
* xyz 0 1
Zr -0.4094 0.3127 0.4530
C -0.1205 3.4758 0.9412
N 0.7996 2.3215 0.9315
C 1.5376 2.3072 2.2184
C 1.8053 2.4584 -0.1615
C 2.4570 1.1316 -0.4517
C 3.7847 1.0907 -0.8560
C 4.3773 -0.1224 -1.1737
C 3.6412 -1.2930 -1.0747
C 2.3167 -1.2430 -0.6583
C 1.6861 -0.0383 -0.3400
H 0.4419 4.4076 1.0627
H -0.8204 3.3702 1.7710
H -0.6808 3.5142 0.0066
H 2.0630 3.2618 2.3248
H 2.2482 1.4843 2.2150
H 0.8412 2.1756 3.0422
H 2.5430 3.2113 0.1413
H 1.2783 2.8233 -1.0460
H 4.3640 2.0050 -0.9244
H 5.4133 -0.1549 -1.4844
H 4.1006 -2.2441 -1.3112
H 1.7699 -2.1787 -0.5742
S -0.7077 1.3386 -2.0037
C -0.5431 -0.1990 -2.7931
N -0.2607 -0.3618 -4.0592
N -0.0175 0.7128 -4.7564
C 0.3153 0.6343 -6.1194
C 0.5522 1.8238 -6.7988
C 0.8802 1.7863 -8.1443
C 0.9701 0.5719 -8.8088
C 0.7302 -0.6071 -8.1163
C 0.4022 -0.5908 -6.7697
N -0.7505 -1.4238 -2.2005
N -0.9144 -1.4567 -0.9517
C -1.0564 -2.8032 -0.4468
C -0.5621 -3.8860 -1.1655
C -0.6872 -5.1554 -0.6304
C -1.2925 -5.3494 0.6069
C -1.7735 -4.2610 1.3155
C -1.6539 -2.9812 0.7902
H -0.0207 1.6175 -4.2925
H 0.4787 2.7717 -6.2803
H 1.0655 2.7115 -8.6733
H 1.2248 0.5422 -9.8591
H 0.7997 -1.5579 -8.6278
H 0.2156 -1.5060 -6.2296
H -0.0824 -3.7338 -2.1212
H -0.2967 -5.9999 -1.1823
H -1.3760 -6.3465 1.0168
H -2.2367 -4.3947 2.2837
H -2.0286 -2.1375 1.3506
S 0.6696 -0.9036 2.5178
C 0.1105 -0.6101 4.1328
S -1.0434 0.6290 4.5714
C 0.6801 -1.3133 5.1581
C 1.6744 -2.3124 4.9447
N 2.4693 -3.1249 4.7719
C 0.2964 -1.0663 6.5110
N -0.0402 -0.8521 7.5902
N -2.4389 0.2567 1.5728
C -3.6891 -0.1181 1.8669
C -4.5637 0.4181 0.9266
C -3.7508 1.1143 0.0391
N -2.4865 1.0198 0.4517
H -1.5101 0.8157 3.3249
H -3.8915 -0.7417 2.7230
H -5.6301 0.2875 0.8759
H -3.9882 1.6536 -0.8627
*
```

Results
HOMO, eV: -7.809

(Q)
Here is C29H27N9S3Zr as an isolated structure from the OMol25 dataset. Energies are from wB97M-V/def2-TZVPD.

Structure (ORCA input):
```
! wB97M-V def2-TZVPD RIJCOSX def2/J DEFGRID3
* xyz 0 1
Zr 0.6323 0.8967 0.2392
C -1.3565 3.4513 1.3729
N -0.5019 2.4171 2.0073
C 0.4729 3.1232 2.8567
C -1.3809 1.5983 2.8914
C -2.3028 0.7452 2.0781
C -3.6205 1.1314 1.8563
C -4.4514 0.3935 1.0297
C -3.9612 -0.7479 0.4100
C -2.6555 -1.1508 0.6269
C -1.8211 -0.4166 1.4674
H -1.9486 3.9515 2.1476
H -2.0193 2.9953 0.6418
H -0.7297 4.1786 0.8706
H -0.0449 3.7998 3.5453
H 1.1468 3.7071 2.2303
H 1.0532 2.4097 3.4358
H -1.9483 2.2748 3.5406
H -0.7381 0.9793 3.5162
H -3.9917 2.0324 2.3312
H -5.4712 0.7119 0.8604
H -4.5918 -1.3294 -0.2498
H -2.2813 -2.0363 0.1347
S -0.1450 -0.9775 1.7874
C 0.7143 -2.2496 -0.9278
N -0.1462 -3.1244 -0.9967
N -0.4997 -3.8702 0.1137
C -1.7280 -4.5392 0.0436
C -2.2981 -4.9921 1.2334
C -3.4965 -5.6831 1.2079
C -4.1450 -5.9277 0.0037
C -3.5738 -5.4682 -1.1731
C -2.3710 -4.7752 -1.1668
N 1.7430 -1.5961 -1.0553
N 1.8618 -0.1801 -1.0541
C 2.8390 0.1399 -2.0503
C 3.1736 -0.7758 -3.0538
C 4.1192 -0.4612 -4.0169
C 4.7550 0.7706 -4.0269
C 4.4111 1.6968 -3.0565
C 3.4691 1.3871 -2.0873
H -0.2971 -3.4206 0.9975
H -1.7988 -4.7973 2.1761
H -3.9288 -6.0271 2.1389
H -5.0827 -6.4663 -0.0153
H -4.0697 -5.6458 -2.1192
H -1.9351 -4.4139 -2.0867
H 2.6944 -1.7406 -3.0838
H 4.3504 -1.1965 -4.7772
H 5.4851 1.0113 -4.7877
H 4.8593 2.6825 -3.0576
H 3.1579 2.1772 -1.4219
S -1.1830 1.1491 -1.4931
C -0.3100 2.5917 -1.9630
S 0.9652 3.1633 -0.8955
C -0.6149 3.2755 -3.1022
C -1.6742 2.8404 -3.9608
N -2.5287 2.4976 -4.6504
C 0.0994 4.4598 -3.4693
N 0.6761 5.4135 -3.7552
N 3.9095 1.3460 1.0850
C 4.8399 1.0591 2.0044
C 4.1828 0.5790 3.1154
C 2.8325 0.5962 2.7607
N 2.6719 1.0662 1.5227
H 4.0512 1.5788 0.1126
H 5.8858 1.2033 1.7925
H 4.6182 0.2485 4.0411
H 1.9722 0.2792 3.3270
*
```

Results
HOMO, eV: -7.802

Which structure is the most stable? The one labeled (Q).